Density functional theory data (ωB97M-V with the def2-TZVPD basis set) for a structure of composition C6H10.

Cartesian coordinates (Å):
C: -1.031 -0.746 1.404
C: -0.686 0.490 0.605
C: 0.812 0.827 0.431
C: 0.986 0.615 -1.055
C: 0.583 -0.741 -1.505
C: -0.434 0.366 -1.601
H: -0.729 -0.600 2.447
H: -2.106 -0.949 1.379
H: -0.505 -1.635 1.036
H: -1.261 1.361 0.926
H: 1.010 1.862 0.729
H: 1.464 0.189 1.047
H: 1.678 1.220 -1.635
H: 0.533 -1.578 -0.810
H: 0.872 -1.030 -2.514
H: -1.206 0.398 -0.482

Calculated values
ΔE to the lowest compared entry with this formula, charge and spin in eV: 4.6768
LUMO energy in eV: 0.85
Net charge: 0


Density functional theory data (ωB97M-V with the def2-TZVPD basis set) for a structure of composition C42H44F5N4NiS.

Cartesian coordinates (Å):
Ni: 0.447 -0.413 0.870
C: 1.521 -6.019 -1.988
C: 0.905 -4.727 -2.533
C: 0.323 -3.866 -1.457
C: -0.924 -3.903 -0.930
C: -2.073 -4.782 -1.306
C: -3.207 -4.000 -1.977
C: -0.972 -2.860 0.070
N: 0.198 -2.168 0.108
C: 1.013 -2.784 -0.793
C: 2.348 -2.491 -0.950
C: 2.941 -1.363 -0.425
C: 4.335 -1.010 -0.568
C: 5.424 -1.947 -0.983
C: 5.948 -2.774 0.195
C: 4.442 0.288 -0.189
C: 3.117 0.705 0.205
C: 2.742 1.998 0.515
C: 1.529 2.310 1.081
N: 0.651 1.377 1.563
C: -0.240 2.075 2.317
C: -1.240 1.493 3.067
C: -1.611 0.176 2.930
N: -1.173 -0.634 1.925
C: -1.971 -1.738 1.971
C: -1.975 -2.720 1.007
C: -2.892 -1.662 3.088
C: -2.658 -0.472 3.693
C: -3.281 0.101 4.925
C: -2.342 0.055 6.134
C: -3.813 -2.765 3.504
C: -3.064 -3.977 4.067
C: 0.044 3.491 2.277
C: 1.137 3.641 1.491
C: 1.793 4.900 1.025
C: 1.443 5.209 -0.434
C: -0.714 4.543 3.026
C: -0.152 4.768 4.433
N: 2.233 -0.323 0.099
C: 5.673 1.139 -0.127
C: 5.880 1.979 -1.392
H: 1.863 -6.669 -2.796
H: 0.791 -6.569 -1.391
H: 2.374 -5.800 -1.343
H: 0.124 -4.970 -3.258
H: 1.659 -4.158 -3.080
H: -2.453 -5.300 -0.419
H: -1.717 -5.559 -1.987
H: -3.530 -3.168 -1.351
H: -4.068 -4.643 -2.172
H: -2.867 -3.574 -2.921
H: 2.949 -3.147 -1.567
H: 6.245 -1.381 -1.430
H: 5.055 -2.623 -1.758
H: 6.287 -2.121 1.000
H: 6.781 -3.413 -0.105
H: 5.155 -3.407 0.597
H: 3.440 2.801 0.314
H: -1.802 2.115 3.753
H: -2.793 -3.429 0.999
H: -4.199 -0.443 5.157
H: -3.577 1.138 4.738
H: -2.023 -0.971 6.329
H: -2.831 0.439 7.031
H: -1.446 0.648 5.949
H: -4.426 -3.081 2.654
H: -4.505 -2.388 4.260
H: -2.311 -4.329 3.363
H: -3.750 -4.800 4.279
H: -2.551 -3.712 4.994
H: 2.879 4.816 1.129
H: 1.484 5.731 1.663
H: 1.702 4.368 -1.079
H: 1.972 6.095 -0.790
H: 0.371 5.381 -0.541
H: -1.766 4.260 3.092
H: -0.683 5.480 2.466
H: -0.234 3.859 5.031
H: -0.683 5.569 4.952
H: 0.906 5.033 4.383
H: 6.545 0.500 0.029
H: 5.613 1.797 0.743
H: 6.077 1.338 -2.252
H: 6.720 2.667 -1.278
H: 4.988 2.564 -1.621
F: -3.864 4.525 -3.298
C: -3.041 3.466 -3.149
C: -2.797 2.928 -1.899
F: -3.387 3.477 -0.819
C: -1.959 1.840 -1.763
F: -1.793 1.375 -0.516
C: -1.297 1.219 -2.837
S: -0.218 -0.118 -2.640
C: -1.588 1.800 -4.081
F: -1.030 1.306 -5.199
C: -2.427 2.886 -4.242
F: -2.657 3.395 -5.469

Calculated values
ΔE to the lowest compared entry with this formula, charge and spin in eV: 0.0000
LUMO energy in eV: 1.67
Net charge: -1


Density functional theory data (ωB97M-V with the def2-TZVPD basis set) for a cluster of 3 separate species, C6H12N2O2 in total in a non-equilibrium geometry.

Cartesian coordinates (Å):
C: -2.778 -0.446 -0.058
N: -1.525 -0.370 -0.789
C: -0.378 0.176 -0.063
C: -0.121 -0.448 1.307
C: 0.827 0.005 -1.014
C: 2.074 0.628 -0.531
N: 2.598 1.430 0.211
C: -0.670 1.675 0.033
O: -0.776 2.301 1.058
H: -3.075 0.553 0.293
H: -3.560 -0.823 -0.730
H: -2.749 -1.118 0.818
H: -1.296 -1.280 -1.177
H: 0.053 -1.526 1.199
H: 0.760 -0.005 1.788
H: -0.959 -0.274 1.992
H: 1.001 -1.068 -1.181
H: 0.591 0.429 -2.003
H: -0.833 2.168 -0.952
O: 3.585 -0.851 -0.003
H: 3.378 -1.499 -0.684
H: 3.854 0.344 0.485

Calculated values
ΔE to the lowest compared entry with this formula, charge and spin in eV: 5.2019
LUMO energy in eV: 0.23
Net charge: 0


Density functional theory data (ωB97M-V with the def2-TZVPD basis set) for a cluster of 2 separate species, C3H6N3 in total in a non-equilibrium geometry.

Cartesian coordinates (Å):
C: -1.720 0.531 1.541
C: -0.481 -1.182 0.983
C: 0.768 0.156 -0.991
N: -1.450 -0.786 1.756
N: -0.972 0.919 0.530
N: -0.109 -0.141 0.189
H: -2.477 1.105 2.020
H: -0.042 -3.305 0.913
H: 0.216 0.818 -1.655
H: 1.815 0.618 -0.721
H: 0.894 -0.873 -1.180
H: -0.885 1.882 0.239

Calculated values
ΔE to the lowest compared entry with this formula, charge and spin in eV: 5.8142
LUMO energy (spin up / spin down) in eV: -6.76 / -5.41
Net charge: +1